(1)
The following is a DFT calculation (ωB97M-V/def2-TZVPD) of a structure of composition C8H4CoNO5S.

Computed properties:
LUMO (alpha / beta)	-0.3295 / -0.4684	hartree
charge	+2
spin multiplicity	5
highest occupied orbital energy (alpha / beta)	-12.69 / -18.79	eV

Structure (XYZ):
```
20
C8H4CoNO5S, DFT ωB97M-V/def2-TZVPD
Co -0.046 -0.099 -0.992
S -0.595 -2.713 2.955
O -0.018 -2.989 -1.352
O -0.129 2.564 0.115
O -2.904 0.340 -0.734
O 2.790 0.415 -0.818
O -0.114 4.453 -4.767
N -0.181 -0.781 1.356
C -0.086 1.493 -0.321
C -1.010 -1.776 1.572
C 0.796 -0.648 2.313
C 1.689 0.076 -0.871
C -0.056 -1.836 -1.357
C 0.774 -1.656 3.265
C -0.107 3.879 -3.751
C -1.790 0.047 -0.848
H 1.497 -1.788 4.061
H -1.899 -2.011 0.993
H -0.114 2.854 -3.089
H 1.502 0.175 2.272
```



(2)
The following is a DFT calculation (ωB97M-V/def2-TZVPD) of an isolated molecule of C3H3ClO.

Computed properties:
LUMO	0.0239	hartree
highest occupied orbital energy	-9.68	eV
SMILES	COC#CCl

Structure (XYZ):
```
8
C3H3ClO, DFT ωB97M-V/def2-TZVPD
Cl -3.683 -0.677 -0.154
O 0.309 0.968 0.238
C -1.059 0.319 -0.122
C -2.210 -0.012 -0.032
C 1.390 0.036 0.075
H 2.370 0.438 0.559
H 1.733 -0.030 -0.891
H 1.151 -1.042 0.326
```



(3)
The following is a DFT calculation (ωB97M-V/def2-TZVPD) of a structure of composition C18H38CrOP2.

Computed properties:
LUMO (alpha / beta)	-0.0089 / -0.0099	hartree
spin multiplicity	5
highest occupied orbital energy (alpha / beta)	-4.50 / -4.05	eV

Structure (XYZ):
```
60
C18H38CrOP2, DFT ωB97M-V/def2-TZVPD
Cr 1.797 -2.668 1.215
P 0.645 1.120 -1.685
P 0.371 -2.449 -0.325
O 1.950 -0.984 1.966
C -2.786 3.412 -1.406
C -2.930 1.018 -0.553
C -0.390 1.629 -0.161
C -0.656 4.260 -0.248
C -1.599 0.823 0.027
C -0.024 -1.592 -1.872
C -0.070 -1.308 3.445
C -1.578 4.067 -1.399
C -0.171 1.834 -3.189
C 2.214 -0.694 4.328
C -0.248 3.001 0.538
C -1.152 -3.428 -0.139
C 1.879 -3.434 -0.883
C 1.250 -0.606 3.144
C 2.195 2.024 -1.722
C -3.080 1.995 -1.771
C 1.166 -4.272 2.419
C 1.001 -0.535 -2.333
H 1.752 -5.172 2.099
H -1.027 -1.138 -1.775
H -1.265 -3.702 0.923
H 0.113 -4.561 2.202
H 2.305 -1.739 4.665
H -0.580 -0.778 4.265
H -0.860 1.122 -3.660
H 0.322 0.990 0.480
H -1.547 0.047 0.816
H -2.519 1.614 -2.636
H -0.823 2.947 1.470
H -0.734 2.738 -2.954
H 0.597 2.107 -3.926
H 2.470 2.220 -2.766
H 2.812 -3.101 -0.362
H -0.071 -2.396 -2.642
H 0.079 -2.342 3.776
H 0.919 -0.454 -3.440
H 3.209 -0.379 3.995
H 1.903 -0.079 5.182
H 2.052 -0.805 -2.102
H 1.013 0.462 2.998
H 1.979 -3.007 -1.883
H -1.084 -4.311 -0.793
H 0.260 4.749 -0.622
H -3.694 4.000 -1.211
H -2.010 -2.791 -0.433
H -1.097 4.974 0.459
H -0.757 -1.309 2.592
H -4.134 1.968 -2.097
H 0.800 3.132 0.842
H 1.826 -4.523 -0.991
H 2.977 1.425 -1.246
H 2.092 2.984 -1.210
H -3.625 1.401 0.223
H 1.202 -4.232 3.510
H -3.299 0.021 -0.888
H -1.339 4.704 -2.260
```



Calculated values (eV/Å) of F_max for the records, taken in order: 8.51; 5.74; 4.42.